1.
Below is a molecular structure, C33H59MgN2O2P2, with properties calculated with wB97M-V/def2-TZVPD.

XYZ file:
```
99
Properties=species:S:1:pos:R:3
C -0.71966 -2.26373 -1.39963
C 1.44836 -2.04604 -0.51187
C -0.34198 -3.37279 -2.15457
C 1.82101 -3.26562 -1.13321
C 0.93415 -3.91226 -1.97082
H -1.07278 -3.80709 -2.82924
H 2.83306 -3.62341 -0.96242
H 1.21876 -4.82917 -2.48005
N 0.13658 -1.63838 -0.58217
P -2.69397 -0.84931 0.01693
P 2.68355 0.46519 0.38678
C -2.15119 -1.72445 -1.51807
H -2.18335 -1.03442 -2.37593
H -2.84344 -2.54308 -1.76871
C 0.92473 2.11119 1.30128
O 1.03922 3.24818 1.50166
C 2.44837 -1.26184 0.16723
H 3.31232 -1.86283 0.47846
C 3.48008 1.09809 -1.25509
C 3.89697 0.61023 1.84574
C -3.91721 0.54170 -0.47764
C -3.49138 -2.30033 0.93885
C 3.04120 2.56608 -1.38826
H 3.36355 3.18440 -0.53835
H 3.48090 2.99594 -2.30358
H 1.94738 2.63055 -1.47084
C 5.00373 0.96374 -1.28552
H 5.50783 1.57490 -0.52907
H 5.31126 -0.08523 -1.18365
H 5.36192 1.31058 -2.26806
C 2.92384 0.27533 -2.42402
H 3.33218 0.66637 -3.37021
H 3.21179 -0.78123 -2.34484
H 1.83013 0.33618 -2.47741
C 4.29266 2.09066 2.00973
H 3.41845 2.74189 2.12563
H 4.90088 2.17517 2.92267
H 4.90194 2.45997 1.17474
C 3.16177 0.14096 3.11202
H 2.22158 0.68079 3.28220
H 2.95238 -0.93626 3.07541
H 3.81625 0.32142 3.98017
C 5.15724 -0.25241 1.70954
H 5.78458 0.02641 0.85988
H 5.75792 -0.10177 2.61894
H 4.92217 -1.31974 1.64274
C -3.80957 -1.81806 2.36577
H -4.24653 -2.65614 2.92871
H -2.89709 -1.49318 2.88738
H -4.53072 -0.99018 2.38295
C -2.47837 -3.45503 1.02121
H -2.35737 -3.97187 0.06046
H -1.49223 -3.11628 1.36230
H -2.84686 -4.19194 1.75051
C -4.75547 -2.82455 0.23798
H -4.96725 -3.83105 0.62930
H -5.63625 -2.21017 0.44980
H -4.63367 -2.91747 -0.84921
C -3.84697 0.74702 -1.99246
H -4.17893 -0.14056 -2.54965
H -4.51145 1.57995 -2.27072
H -2.83002 1.01227 -2.30507
C -3.43777 1.82618 0.23560
H -2.43986 2.13710 -0.10530
H -4.14595 2.63705 0.00647
H -3.40903 1.69317 1.32824
C -5.37163 0.27038 -0.08027
H -5.80611 -0.55751 -0.65455
H -5.48825 0.08909 0.99633
H -5.95464 1.17316 -0.32342
Mg -0.15224 0.10667 0.61706
N -0.34712 1.16744 -1.10826
C -0.03629 1.61697 -2.14556
C -0.13151 2.51055 -3.38297
C 0.95861 2.16250 -4.38812
C -1.48569 2.30670 -4.05443
C -0.01769 3.97043 -2.95019
H 1.95742 2.34774 -3.97658
H 0.88312 1.10955 -4.68647
H 0.83770 2.78657 -5.28592
H -2.29382 2.65468 -3.40011
H -1.55119 2.88850 -4.98543
H -1.63978 1.24982 -4.30490
H -0.05887 4.62738 -3.83014
H -0.85497 4.23457 -2.29086
H 0.92011 4.16896 -2.42144
C -0.30464 -0.17903 4.96408
C -0.11926 -1.67242 4.67732
C 0.15557 -1.78591 3.18646
O -0.27811 -0.50238 2.58603
C -0.71510 0.44890 3.63963
H -1.05335 0.00883 5.73646
H 0.63938 0.26593 5.30031
H -1.04255 -2.21733 4.91051
H 0.68534 -2.12157 5.26478
H 1.21899 -1.93022 2.95800
H -0.41343 -2.59272 2.71472
H -1.80580 0.54961 3.55215
H -0.24856 1.42339 3.44411
```

- Spin multiplicity: 1
- DFT total energy: -66271.9566 eV
- HOMO energy: -0.317 Eh
- Charge: +1
- Molecular weight: 602.10 g mol⁻¹

These are the Mulliken partial charges, in e, on atoms 1 to 6:
1 C -0.34
2 C 0.35
3 C -0.90
4 C -0.77
5 C -0.99
6 H 0.55

=====

2.
Below is a molecular structure, C33H59N2O2P2Pt, with properties calculated with wB97M-V/def2-TZVPD.

XYZ file:
```
99
Properties=species:S:1:pos:R:3
C 1.68756 -1.11444 -2.23251
C -0.40343 -0.19773 -2.89013
C 2.07711 -1.26639 -3.56358
C 0.00296 -0.25297 -4.24302
C 1.22913 -0.80296 -4.57292
H 3.03930 -1.73000 -3.76955
H -0.69368 0.12282 -4.99301
H 1.52845 -0.89453 -5.61486
N 0.52490 -0.53526 -1.92555
P 1.97205 -1.12933 0.57361
P -2.01912 0.76565 -0.80114
C 2.54682 -1.66614 -1.10920
H 2.54167 -2.76846 -1.17108
H 3.59543 -1.37518 -1.26337
C -0.30153 0.39206 1.79731
O -0.37154 0.90229 2.84126
C -1.70140 0.13254 -2.44690
H -2.40153 0.46795 -3.21183
C -3.88180 0.41499 -0.51579
C -1.74099 2.64155 -0.58196
C 2.02886 -2.67543 1.63422
C 3.36729 0.08150 1.02529
C -3.97403 -0.25383 0.86833
H -3.52581 0.36890 1.65146
H -5.03263 -0.39455 1.13030
H -3.48509 -1.23365 0.88659
C -4.85237 1.61792 -0.52881
H -4.68413 2.34276 0.27598
H -4.86223 2.13389 -1.49628
H -5.87136 1.21500 -0.37627
C -4.38922 -0.51508 -1.62526
H -5.29663 -1.03993 -1.28930
H -4.63832 0.05488 -2.53221
H -3.64925 -1.26727 -1.91411
C -2.18368 3.05911 0.83838
H -1.50783 2.67705 1.60961
H -2.17548 4.15711 0.88946
H -3.19582 2.72654 1.09416
C -0.24663 2.97301 -0.71462
H 0.35150 2.41830 0.01735
H 0.13146 2.76530 -1.72153
H -0.09750 4.04616 -0.51243
C -2.47325 3.46675 -1.64380
H -3.55139 3.53871 -1.46990
H -2.07538 4.49168 -1.59724
H -2.29480 3.08487 -2.65916
C 3.33070 0.37061 2.53461
H 4.15892 1.05873 2.76561
H 2.39453 0.85473 2.85016
H 3.50654 -0.53394 3.13445
C 3.11849 1.37092 0.23052
H 3.23401 1.21953 -0.85273
H 2.12767 1.79357 0.42908
H 3.85923 2.12242 0.54558
C 4.78442 -0.39170 0.65819
H 5.48205 0.34727 1.07431
H 5.04558 -1.36439 1.08230
H 4.95973 -0.41060 -0.42335
C 1.15791 -3.76499 0.97984
H 1.64181 -4.18338 0.08748
H 1.02173 -4.58359 1.70481
H 0.16433 -3.39268 0.69029
C 1.48735 -2.41139 3.05950
H 0.39599 -2.30573 3.06888
H 1.75392 -3.27868 3.68706
H 1.91745 -1.52129 3.53384
C 3.47156 -3.20620 1.71920
H 3.90918 -3.37085 0.72440
H 4.12845 -2.55268 2.31080
H 3.43691 -4.18265 2.23207
Pt -0.17476 -0.38465 0.11944
N -1.21622 -2.00502 -0.71884
C -1.90370 -2.45603 -1.57605
C -2.54088 -3.82344 -1.94290
C -3.37123 -3.71278 -3.21905
C -1.41072 -4.84670 -2.08327
C -3.43704 -4.20819 -0.75718
H -4.14880 -2.94640 -3.12056
H -2.73267 -3.44237 -4.07011
H -3.87522 -4.66763 -3.44120
H -0.68209 -4.73837 -1.26585
H -1.82018 -5.86687 -2.03980
H -0.86837 -4.72728 -3.02434
H -3.89307 -5.20143 -0.87506
H -2.83151 -4.23319 0.16175
H -4.24349 -3.47178 -0.62151
C 2.35040 5.04286 4.00583
C 2.75883 5.64066 2.64361
C 2.41978 4.55244 1.61700
O 1.73898 3.45611 2.26086
C 1.64441 3.72086 3.67546
H 3.22948 4.85326 4.62504
H 1.68330 5.71491 4.54752
H 3.82437 5.88623 2.60641
H 2.18098 6.54400 2.42847
H 1.77290 4.92088 0.80606
H 3.33544 4.16324 1.14738
H 2.10226 2.86971 4.20414
H 0.57373 3.73778 3.93382
```

- Spin multiplicity: 3
- ⟨S²⟩: 2.04
- DFT total energy: -64070.6647 eV
- ΔE to the lowest compared entry with this formula, charge and spin: 1.988 eV
- HOMO energy (alpha / beta): -0.257 / -0.401 Eh
- Charge: +1
- Molecular weight: 772.87 g mol⁻¹

These are the Mulliken partial charges, in e, on atoms 1 to 6:
1 C 0.67
2 C 0.79
3 C -0.77
4 C -1.02
5 C -0.76
6 H 0.60

=====

3.
Below is a molecular structure, C33H59N4O3PTi, with properties calculated with wB97M-V/def2-TZVPD.

XYZ file:
```
101
Properties=species:S:1:pos:R:3
Ti 2.63780 0.05378 0.46400
N 1.36759 1.30474 -0.90484
C 1.43303 2.71695 -0.53433
C 1.59985 2.97232 0.92752
N 2.80971 2.27183 1.58385
C 2.60078 2.39534 3.05490
C 3.47908 1.65265 4.05181
N 4.92858 1.80177 3.87487
C 4.09429 3.00287 1.13951
C 5.10085 1.99926 0.54497
N 4.51675 0.90613 -0.27045
H 1.42794 1.25941 -1.95219
H 0.46537 0.90851 -0.63691
H 0.52128 3.28185 -0.87200
H 2.25596 3.17856 -1.13141
H 0.64700 2.68745 1.45776
H 1.62868 4.09112 1.02151
H 1.54235 2.14429 3.20206
H 2.61211 3.49514 3.27341
H 3.14588 0.59283 4.12981
H 3.17219 2.14657 5.04239
H 5.47977 1.15183 4.42897
H 5.28507 2.73873 4.04124
H 4.55746 3.52091 2.01995
H 3.81571 3.77081 0.39934
H 5.64467 1.55066 1.43959
H 5.81696 2.57439 -0.03678
H 5.29399 0.24934 -0.44836
H 4.31853 1.29206 -1.18258
C 5.74726 -3.91394 5.14749
O 4.30516 -4.28000 5.05220
C 3.49203 -3.46828 4.31826
C 2.10947 -3.64546 4.55679
C 1.14621 -2.86011 3.95120
C 1.55251 -1.82764 3.02097
C 0.57045 -1.07539 2.27409
C -0.84649 -1.02506 2.69666
O 0.88441 -0.40213 1.17518
C 2.96980 -1.68164 2.80683
O 3.43638 -0.73706 1.99544
C 3.92007 -2.47669 3.46468
H 6.07723 -4.62363 5.90859
H 5.88709 -2.85024 5.42831
H 6.30426 -4.17035 4.20494
H 1.79634 -4.52256 5.15892
H 0.08187 -3.13608 3.99553
H -1.39112 -0.88131 1.76635
H -1.06177 -0.18839 3.33250
H -1.22599 -1.94208 3.15879
H 5.01788 -2.45115 3.27716
C 1.51082 -3.41385 -1.69923
C 2.35937 -3.10851 -0.49943
C 3.58182 -4.10605 -0.39291
C 2.76840 -1.62297 -0.65244
H 1.14327 -4.42897 -1.78308
H 2.18106 -3.11790 -2.54196
H 0.60869 -2.72286 -1.68725
H 1.77287 -3.21992 0.41788
H 4.16650 -3.93809 -1.31297
H 3.25290 -5.15843 -0.22517
H 4.28857 -3.80933 0.34999
H 2.52914 -1.19214 -1.60490
H 3.83309 -1.52571 -0.57443
C -6.52613 0.01067 -1.45648
C -5.24030 -0.75280 -1.83566
C -4.61122 -1.37481 -0.61331
C -5.56855 -1.81913 -2.87486
P -3.78478 0.34435 -2.43872
C -4.35121 1.97554 -1.91570
C -5.46150 2.64075 -2.43977
C -5.63186 3.99159 -2.17429
C -5.00644 4.57245 -1.06784
C -4.06464 3.82885 -0.37083
C -3.64716 2.58672 -0.89875
C -3.80500 0.50881 -4.38122
C -5.15130 0.65906 -5.06286
C -2.97494 -0.65564 -4.88650
C -2.96119 1.75152 -4.65988
H -7.12917 -0.66311 -0.82964
H -7.12877 0.38442 -2.32300
H -6.33743 0.88947 -0.87165
H -5.27604 -2.13650 -0.18578
H -4.39843 -0.59702 0.13973
H -3.66467 -1.87731 -0.82584
H -6.45485 -2.37336 -2.43525
H -4.77590 -2.54601 -2.96952
H -5.89684 -1.47557 -3.85977
H -6.22027 2.08449 -2.98975
H -6.26972 4.60742 -2.80893
H -5.14924 5.58986 -0.77714
H -3.56362 4.25486 0.50190
H -2.87438 2.04445 -0.38545
H -5.29527 -0.16701 -5.77273
H -5.18241 1.60406 -5.58890
H -6.01698 0.57399 -4.34057
H -3.58422 -1.53391 -5.03150
H -2.15307 -0.91106 -4.16769
H -2.59037 -0.40238 -5.86971
H -3.51696 2.65718 -4.48213
H -2.56018 1.73496 -5.70164
H -2.14376 1.80194 -3.96091
```

- Spin multiplicity: 3
- ⟨S²⟩: 2.04
- DFT total energy: -79683.1089 eV
- ΔE to the lowest compared entry with this formula, charge and spin: 0.203 eV
- HOMO energy (alpha / beta): -0.153 / -0.250 Eh
- Charge: 0
- Molecular weight: 638.70 g mol⁻¹

These are the Mulliken partial charges, in e, on atoms 1 to 6:
1 Ti -0.06
2 N -0.05
3 C -0.92
4 C -0.72
5 N 0.06
6 C -1.15